No. 1
19
Properties=species:S:1:pos:R:3:forces:R:3 method="wB97M-V/def2-TZVPD" charge=0 molar_mass_g_mol=104.15 smiles=C1CCOCC1.O spin_multiplicity=1 e_above_lowest_ev=1.077 e_homo_ev=-9.63 energy_ha=-348.165255
H -4.43033 -0.87787 -5.80521 -0.74 -0.64 -0.40
H -0.70556 -2.02683 -0.43221 0.42 0.12 0.42
H 0.81548 -1.55907 -1.24689 -0.64 0.24 -0.24
H -5.82321 -1.51468 -5.52409 0.80 0.07 -0.71
O -5.11047 -1.46867 -6.20096 -0.05 0.57 1.11
H -1.80799 -0.19008 1.22431 0.13 0.21 -0.44
C -2.26987 0.80046 -0.70099 0.24 1.02 0.13
C -1.37390 0.52456 0.49885 0.86 0.59 0.06
H -2.87360 -0.13841 -2.53834 0.65 -0.29 0.22
H 0.61853 0.71865 -0.57132 -0.58 0.11 0.45
O -0.97830 -0.80939 -1.98034 -0.25 0.50 -1.79
H -2.79063 -1.21346 -1.11236 -0.04 0.05 -0.18
H -1.18542 1.47495 1.03427 -0.25 -0.47 -0.04
H -3.29082 1.11350 -0.40924 0.42 -0.25 -0.15
C 0.00000 0.00000 0.00000 0.36 -0.22 1.20
C -0.16693 -1.18208 -0.90310 -0.59 -0.77 0.36
H -1.80068 1.64466 -1.24195 -0.34 -0.18 0.14
C -2.28682 -0.37451 -1.62983 -0.36 -0.90 0.23
H 0.58192 -0.31329 0.88807 -0.04 0.23 -0.36



No. 2
13
Properties=species:S:1:pos:R:3:forces:R:3 method="wB97M-V/def2-TZVPD" charge=0 molar_mass_g_mol=98.10 smiles="C[C@@]12O[C@]1(C)C2=O" spin_multiplicity=1 e_above_lowest_ev=3.855 e_homo_ev=-8.90 energy_ha=-344.460245
H -0.90328 2.44080 -0.17676 -1.40 0.38 0.75
H -0.49611 -1.56371 -1.30790 0.49 -0.43 1.48
O -0.65842 0.19304 1.45562 -0.38 0.30 -0.50
O 2.49679 -0.38719 0.68036 2.78 -0.09 -0.59
C 1.36420 -0.11245 0.75195 -2.26 -0.92 0.91
C -0.12415 1.81940 -0.50332 0.95 -1.05 -0.02
H -0.32139 1.50971 -1.51727 -0.21 -0.53 -0.27
H -0.18466 -2.83036 0.08590 -0.33 0.50 -0.56
C -0.54764 -1.82687 -0.20235 -1.68 1.15 0.78
H 0.69219 2.49199 -0.57399 1.11 0.58 -0.12
H -1.63006 -1.68005 0.07729 0.70 -0.93 -0.56
C 0.03256 -0.80217 0.76013 1.44 0.53 -1.72
C 0.27998 0.74786 0.47033 -1.21 0.51 0.42



No. 3
107
Properties=species:S:1:pos:R:3:forces:R:3 method="wB97M-V/def2-TZVPD" charge=+1 molar_mass_g_mol=990.13 spin_multiplicity=1 e_above_lowest_ev=2.927 e_homo_ev="-9.39 / -9.03" energy_ha=-5483.902089
H 3.04529 2.89870 0.70229 -0.03 0.03 0.08
H 4.26275 -0.87825 4.89857 0.08 0.03 0.01
H -4.31115 -2.41137 3.64723 -0.01 0.09 0.00
C 2.16296 4.86869 0.93885 -0.02 -0.10 -0.11
C 1.45788 -0.22012 3.11093 -0.15 -0.02 0.10
H 3.99949 -0.11543 -0.78998 0.16 -0.02 -0.03
H 5.70782 2.61508 -2.59872 0.03 0.12 -0.04
H 0.66584 6.44459 0.85015 0.07 0.07 -0.05
C 3.89811 -1.37811 2.82593 0.02 -0.11 0.21
H 3.54881 0.58882 -6.30440 -0.03 -0.01 -0.04
H -1.40821 -2.39683 -5.15649 0.07 -0.04 0.09
C 1.13820 5.72675 0.17851 -0.14 -0.06 0.07
H 0.05152 -4.94919 -2.74766 -0.03 0.11 0.08
H 1.50804 -0.40751 -5.67023 -0.09 0.02 0.00
N 1.93640 1.89534 -3.21594 0.03 0.06 0.32
S 1.03771 -2.25258 -1.57784 0.05 0.86 0.31
H -0.69803 5.42271 -0.93964 -0.03 -0.06 0.03
C 3.39724 2.40081 -5.13753 -0.09 0.10 -0.02
C 4.98717 2.91052 -1.82551 0.05 0.22 -0.05
C -1.90120 1.40421 -0.70068 -0.20 -0.71 -1.00
C -2.78061 2.03486 -1.73820 -0.05 -0.32 0.07
C 2.77912 1.30977 -6.02359 -0.04 0.04 0.06
H -2.26363 -1.14204 -4.21216 0.07 0.01 0.06
H -3.13518 -3.18156 -2.37177 0.02 -0.04 -0.03
C 0.07910 4.82661 -0.45566 0.25 0.15 -0.15
H -2.83299 3.77207 0.48297 0.05 0.00 0.01
H 6.44750 4.13462 -0.82228 -0.03 0.03 0.02
H 0.70086 1.15113 -5.44990 -0.09 -0.08 -0.01
H 0.70281 -4.49305 1.59091 -0.02 0.08 -0.07
C -1.30794 -1.62964 -4.39030 0.10 0.10 0.27
H -2.11409 -3.75422 -1.02736 0.05 0.04 -0.08
N 0.58634 -3.52321 1.34515 0.33 -0.16 0.15
C 3.58135 -0.84011 4.06234 -0.54 0.22 -0.27
H 3.19999 -1.74320 0.82748 0.03 0.11 -0.12
S -1.89267 -3.75843 2.42206 0.14 0.59 -0.41
H -1.78342 1.99154 3.07560 0.04 -0.10 -0.25
C 1.92448 0.37637 5.41567 -0.15 0.20 0.34
O -0.90804 1.71626 2.75913 0.15 0.02 -0.01
C 2.97840 -1.31692 1.79573 -0.32 0.11 -0.09
H -1.13101 -4.67573 -4.04424 -0.08 0.03 -0.03
H 0.48536 0.23786 3.22114 0.01 0.03 -0.12
N -0.95289 -1.75603 1.13475 1.31 0.52 -0.19
H -5.13409 -2.99241 0.75317 -0.04 0.00 -0.04
C 4.76881 0.64024 -0.95522 -0.06 -0.23 0.23
H 4.38414 3.73748 -2.19970 0.13 0.00 -0.07
As -0.74848 -2.50559 -2.73511 -0.14 -0.92 -0.15
C -2.33388 -2.91127 -1.68464 0.11 0.19 -0.08
H -0.58398 -0.88225 -4.69787 0.05 0.02 0.05
N 1.76608 -0.74827 1.92610 0.92 0.72 -0.57
C 0.72658 3.91904 -1.50207 -0.28 0.02 -0.10
N -2.21808 -1.42249 1.45587 -0.86 0.65 0.09
H 1.08994 -0.00068 -3.27935 0.20 0.00 -0.02
N 4.11295 1.78410 -1.56008 -0.53 -0.04 0.19
C 5.73547 3.34742 -0.56689 0.07 -0.21 -0.12
Ir 0.44610 -0.14307 0.21877 -4.22 -1.85 1.15
H -3.93109 2.45896 0.86802 -0.03 -0.03 0.02
H 1.93776 4.84884 2.00650 0.02 0.05 0.05
H 2.39042 1.74954 -6.94419 0.07 -0.03 -0.03
C 2.35372 2.93195 -4.15774 0.27 0.08 -0.09
C -2.93884 2.85968 1.06988 0.15 -0.18 0.18
N 1.59718 0.88737 6.38888 -0.06 0.05 0.15
C 2.32607 -0.23327 4.19716 0.55 -0.60 -0.55
C 2.13605 3.43236 0.42396 0.15 0.09 0.28
H 1.30239 2.87701 0.87376 0.06 0.00 0.04
O -1.20922 -0.13276 -2.19748 -0.51 0.14 0.64
C -4.26572 -2.20403 2.57557 -0.22 -0.11 -0.05
C 1.63294 0.60582 -5.28365 0.21 0.04 0.04
H -2.87722 3.13689 2.12038 -0.05 0.06 -0.05
N 2.02299 3.41036 -1.03369 0.44 -0.23 -0.45
H -4.88287 -4.20868 2.00759 -0.01 -0.08 -0.01
H -2.47476 1.68702 -2.72159 0.02 0.01 0.04
H 2.82924 -0.00013 -3.59358 0.02 -0.06 -0.04
N -0.94869 1.39783 1.41358 0.30 -0.54 -0.95
H 6.92875 2.47417 1.00432 0.10 0.00 -0.02
H 1.10122 -3.19005 0.53356 -0.15 -0.09 -0.07
H -2.63671 -2.04617 -1.09750 0.10 -0.02 -0.07
H 1.63938 6.29065 -0.61058 -0.04 0.04 -0.01
C -0.61016 -2.95529 1.54410 -0.52 -0.18 0.31
N 1.81574 0.72608 -0.78618 1.55 0.80 -0.62
C -1.88877 1.87037 0.65237 0.79 0.10 1.05
C 1.89266 0.54100 -3.78623 -0.39 -0.23 -0.03
H 7.23300 1.78932 -0.59155 0.08 0.02 -0.03
H 5.51148 0.24469 -1.65996 0.01 -0.03 0.01
H -4.59302 -1.17766 2.40974 0.06 0.02 0.04
H 0.05820 3.08380 -1.74500 -0.08 0.07 -0.05
H 1.47644 3.27492 -4.71923 0.05 0.13 0.07
H 0.53361 -4.09398 -4.21610 -0.05 0.05 0.06
H -0.39093 4.22431 0.32474 -0.10 0.00 0.02
H 2.74964 3.77934 -3.59668 -0.09 0.06 -0.07
H 5.01783 3.75466 0.14816 -0.02 0.12 0.00
H 3.16195 5.28992 0.81726 0.02 0.00 0.05
H 4.69985 1.35874 1.06581 -0.01 -0.02 0.05
H 4.85559 -1.84916 2.66516 0.03 -0.05 -0.06
H 0.89605 4.48472 -2.42237 -0.11 0.00 0.04
C 6.45088 2.16049 0.07532 -0.16 0.05 0.24
C -0.28396 -4.24810 -3.50925 -0.13 0.03 0.02
C 5.45908 1.03041 0.34923 0.10 0.00 -0.30
H -3.82295 1.74970 -1.58756 -0.11 0.04 -0.08
H 4.23615 1.99473 -4.56873 0.03 0.03 0.03
H 3.77789 3.22025 -5.74814 0.07 0.00 0.01
C -2.85798 -2.30882 2.11582 0.34 -0.52 0.21
H 5.97444 0.16515 0.77256 0.00 -0.04 0.03
C -5.17958 -3.17743 1.82528 0.04 0.10 0.10
P 2.45084 1.88215 -1.62542 -1.26 -0.45 0.96
H -2.71790 3.12044 -1.71045 0.03 0.08 0.08
H -6.20652 -3.05704 2.16272 -0.05 -0.02 -0.04
N -1.17167 0.35123 -0.99808 2.11 0.76 -0.82